Entry 1:
Entry from the Open Molecules 2025 dataset: C12H24Cl2N2PbS as an isolated structure in a non-equilibrium geometry (ωB97M-V/def2-TZVPD).

Each line ends with the Mulliken charge.
Atoms and positions in Å:
1 Pb -0.084 -0.193 -0.227  1.016
2 Cl -0.228 1.174 -2.264  -0.494
3 Cl -1.362 -1.564 1.438  -0.510
4 C -2.250 -1.348 -2.080  -0.778
5 H -2.854 -1.281 -1.168  0.307
6 H -2.673 -0.975 -3.020  0.220
7 C 1.893 -0.688 0.094  -0.606
8 C -1.013 -1.885 -2.043  -0.331
9 H 2.591 -0.074 0.726  0.347
10 C -0.101 -2.017 -3.242  -0.390
11 H -0.598 -2.292 -1.094  0.526
12 C 1.244 -2.688 -2.895  -0.934
13 H -0.618 -2.584 -4.033  0.446
14 H 0.095 -1.006 -3.645  0.227
15 C 2.213 -1.756 -2.153  -0.502
16 H 1.048 -3.598 -2.309  0.378
17 H 1.717 -2.997 -3.835  0.368
18 C 2.160 -1.934 -0.594  -0.938
19 H 3.240 -2.021 -2.427  0.427
20 H 2.038 -0.708 -2.451  0.384
21 H 1.423 -2.684 -0.303  0.408
22 H 3.140 -2.163 -0.203  0.339
23 C -0.344 5.942 3.352  -1.107
24 C -1.364 4.937 2.921  -0.344
25 N -0.693 3.839 2.327  -0.126
26 C -0.802 2.554 2.736  0.365
27 S -0.410 1.482 1.492  -0.706
28 N -1.138 1.982 3.924  -0.071
29 C -1.008 2.623 5.183  -0.343
30 C -2.348 2.638 5.846  -1.111
31 H 0.359 5.523 4.070  0.278
32 H -0.858 6.781 3.825  0.337
33 H 0.219 6.326 2.500  0.367
34 H -1.976 4.556 3.739  0.123
35 H -2.043 5.362 2.174  0.373
36 H -0.261 3.977 1.401  0.291
37 H -1.293 0.972 3.902  0.272
38 H -0.283 2.053 5.774  0.366
39 H -0.588 3.615 5.022  0.139
40 H -2.714 1.626 6.024  0.368
41 H -2.255 3.140 6.812  0.335
42 H -3.088 3.174 5.252  0.281

Summary:
- multiplicity = 1
- maximum force (eV/Å) = 2.8
- orbital gap (alpha / beta) (eV) = 5.35 / 5.15

Entry 2:
Entry from the Open Molecules 2025 dataset: a 2-piece molecular cluster, C12H24Cl3FN5OS overall (ωB97M-V/def2-TZVPD).

Each line ends with the Mulliken charge.
Atoms and positions in Å:
1 C -1.320 0.247 -3.070  -0.837
2 C -2.193 1.198 -2.273  -0.290
3 O -2.323 0.768 -0.917  -0.324
4 C -1.674 1.556 0.043  -0.284
5 C -1.519 0.670 1.276  -0.424
6 N -0.619 1.212 2.276  0.015
7 C 0.674 1.056 2.498  0.482
8 N 1.206 1.697 3.591  -0.590
9 C 2.455 1.378 3.586  0.455
10 F 3.334 1.775 4.457  -0.220
11 N 2.829 0.562 2.582  -0.443
12 S 4.361 -0.100 2.306  -0.067
13 N 1.631 0.358 1.841  0.525
14 C 1.821 -0.485 0.636  -0.962
15 C 0.663 -0.728 -0.321  -0.156
16 C -0.193 -1.985 -0.079  -0.531
17 C -0.220 -2.940 -1.280  -0.581
18 C -0.701 -4.363 -0.951  -0.650
19 N -2.059 -4.581 -1.467  -0.620
20 H -1.747 -0.758 -3.065  0.163
21 H -0.299 0.200 -2.679  0.124
22 H -1.259 0.589 -4.107  0.473
23 H -1.792 2.219 -2.302  0.258
24 H -3.202 1.230 -2.693  0.409
25 H -2.293 2.425 0.313  0.329
26 H -0.704 1.920 -0.321  0.322
27 H -1.243 -0.343 1.004  -0.327
28 H -2.493 0.592 1.769  0.402
29 H -1.030 1.832 2.961  0.312
30 H 4.669 0.742 1.307  0.193
31 H 2.209 -1.449 0.984  0.494
32 H 2.637 -0.005 0.088  0.547
33 H 0.042 0.159 -0.445  -0.429
34 H 1.178 -0.855 -1.281  0.646
35 H 0.149 -2.516 0.818  0.529
36 H -1.228 -1.686 0.119  0.372
37 H -0.906 -2.538 -2.033  -0.008
38 H 0.769 -2.974 -1.750  0.505
39 H -0.050 -5.088 -1.440  0.386
40 H -0.636 -4.527 0.134  0.319
41 H -2.299 -5.565 -1.423  0.240
42 H -2.740 -4.115 -0.877  0.207
43 C 1.307 4.726 0.038  -0.116
44 Cl 0.249 5.126 1.383  -0.101
45 Cl 1.871 3.043 0.192  -0.061
46 Cl 0.509 4.954 -1.507  -0.091
47 H 2.179 5.365 0.080  0.403

Summary:
- multiplicity = 1
- charge = +1
- maximum force (eV/Å) = 0.7
- orbital gap (eV) = 8.76

Entry 3:
Entry from the Open Molecules 2025 dataset: C12H24CoK5O13P as an isolated structure in a non-equilibrium geometry (ωB97M-V/def2-TZVPD).

Each line ends with the Mulliken charge.
Atoms and positions in Å:
1 Co 0.037 -2.844 2.255  0.690
2 K -2.449 -4.432 4.101  1.038
3 K -2.161 1.390 1.599  1.036
4 K -4.849 -1.395 3.323  0.990
5 K -4.101 -3.795 0.727  1.045
6 K -0.645 -0.620 4.692  1.041
7 P -1.879 -1.808 1.621  1.130
8 O -3.160 -1.184 1.139  -0.944
9 O -0.542 -1.004 1.800  -0.013
10 O -1.433 -3.100 0.956  -0.825
11 O -1.838 -2.253 3.047  -1.237
12 C 2.981 5.342 5.033  -1.181
13 C 2.012 4.151 4.952  -0.294
14 O 2.139 3.513 3.718  -0.286
15 C 1.660 2.329 3.549  0.610
16 O 0.956 1.794 4.373  -0.575
17 O 2.275 1.756 2.487  -0.283
18 C 1.964 0.524 1.922  -0.298
19 H 2.655 6.210 4.459  0.325
20 H 3.920 4.845 4.788  0.321
21 H 3.025 5.808 6.018  0.385
22 H 0.977 4.413 5.172  0.348
23 H 2.230 3.500 5.798  0.323
24 H 1.223 0.574 1.124  0.180
25 H 1.668 -0.132 2.741  0.006
26 H 2.843 -0.041 1.610  0.372
27 C -2.874 2.074 -7.276  -1.161
28 C -3.674 1.194 -6.312  -0.235
29 O -2.880 0.856 -5.223  -0.257
30 C -3.278 -0.046 -4.384  0.719
31 O -4.311 -0.799 -4.554  -0.630
32 O -2.595 -0.036 -3.260  -0.248
33 C -2.889 -0.919 -2.126  -0.354
34 H -3.021 3.094 -6.920  0.323
35 H -3.414 1.975 -8.218  0.350
36 H -1.809 1.916 -7.448  0.334
37 H -3.912 0.233 -6.768  0.316
38 H -4.558 1.760 -6.020  0.306
39 H -3.147 -1.931 -2.438  0.350
40 H -3.710 -0.359 -1.680  0.267
41 H -1.956 -0.939 -1.562  -0.070
42 C 1.729 -0.760 -2.807  -1.447
43 C 1.302 -1.442 -1.493  0.356
44 O 2.457 -1.633 -0.746  -0.229
45 C 2.549 -2.507 0.270  0.773
46 O 1.640 -2.964 0.929  -0.635
47 O 3.882 -2.709 0.379  -0.239
48 C 4.403 -3.572 1.433  -0.631
49 H 0.899 -0.561 -3.484  0.381
50 H 2.625 -1.196 -3.247  0.358
51 H 2.074 0.261 -2.643  0.382
52 H 0.787 -2.347 -1.816  0.332
53 H 0.561 -0.949 -0.864  -0.147
54 H 4.621 -4.586 1.099  0.310
55 H 3.729 -3.567 2.289  0.212
56 H 5.264 -3.081 1.888  0.309

Summary:
- multiplicity = 4
- charge = +4
- maximum force (eV/Å) = 7.3
- orbital gap (alpha / beta) (eV) = 4.31 / 4.05

Entry 4:
Entry from the Open Molecules 2025 dataset: C12H24CuN4OP2 as an isolated structure in a non-equilibrium geometry (ωB97M-V/def2-TZVPD).

Each line ends with the Mulliken charge.
Atoms and positions in Å:
1 Cu -0.089 0.715 0.596  -0.933
2 P -2.182 0.831 -0.934  0.406
3 P 0.978 2.578 -0.083  -0.126
4 N -0.547 -1.247 0.470  0.361
5 N 1.802 -0.075 0.500  0.523
6 H 0.471 -3.025 0.068  0.413
7 H 2.578 -1.761 1.468  0.312
8 H 0.562 -2.644 1.798  0.177
9 C 0.481 -2.167 0.793  -0.661
10 H 2.339 -1.966 -0.259  0.399
11 C 1.876 -1.531 0.643  -1.091
12 H -2.299 -2.142 1.131  0.288
13 H 3.718 0.106 -0.372  0.368
14 C -1.774 -1.878 0.210  -0.807
15 C 2.767 0.599 -0.106  -0.327
16 H -3.309 -0.485 0.366  0.376
17 C -2.693 -0.830 -0.481  -0.686
18 H -3.412 -1.220 -1.209  0.581
19 H 0.616 3.206 -1.303  0.089
20 H 1.239 3.741 0.696  0.120
21 H -3.336 1.609 -1.108  0.148
22 H -1.505 1.585 0.132  0.439
23 O -1.447 1.352 -2.329  -0.330
24 C -1.045 0.704 -3.421  0.515
25 C -1.963 -0.309 -4.002  -0.909
26 C 0.405 0.585 -3.599  -0.815
27 H -1.771 -2.838 -0.284  0.515
28 H -2.619 -0.845 -3.263  0.210
29 H -2.605 0.175 -4.779  0.292
30 H -1.357 -1.072 -4.525  0.348
31 H 0.951 0.400 -2.665  0.051
32 H 0.578 -0.327 -4.163  0.397
33 H 0.824 1.416 -4.187  0.267
34 C 2.588 1.936 -0.462  -0.625
35 H 3.392 2.493 -0.953  0.403
36 N 1.510 0.625 3.197  -0.127
37 C 1.487 0.320 4.503  -0.066
38 C 0.180 -0.023 4.792  -1.016
39 C -0.545 0.104 3.602  -0.178
40 N 0.287 0.483 2.620  0.197
41 H 2.325 0.897 2.654  0.162
42 H 2.361 0.346 5.119  0.472
43 H -0.224 -0.338 5.725  0.424
44 H -1.590 -0.079 3.405  0.446

Summary:
- multiplicity = 3
- charge = +1
- maximum force (eV/Å) = 3.5
- orbital gap (alpha / beta) (eV) = 6.84 / 4.95

Entry 5:
Entry from the Open Molecules 2025 dataset: C12H24F2HfO4 as an isolated structure in a non-equilibrium geometry (ωB97M-V/def2-TZVPD).

Each line ends with the Mulliken charge.
Atoms and positions in Å:
1 Hf 0.959 -14.833 17.793  2.016
2 F -0.096 -14.012 15.991  -0.507
3 F 2.602 -14.807 16.269  -0.319
4 C 3.744 -18.204 19.794  -1.231
5 C 2.779 -18.206 18.655  0.692
6 O 2.580 -17.202 17.959  -0.390
7 C 1.869 -19.436 18.526  -0.800
8 H 4.572 -17.502 19.721  0.346
9 H 4.078 -19.241 19.864  0.371
10 H 3.279 -17.973 20.755  0.339
11 H 2.193 -20.089 19.331  0.385
12 H 1.968 -19.814 17.507  0.221
13 H 0.810 -19.179 18.562  0.270
14 C 7.115 -14.361 13.150  -1.053
15 C 6.436 -15.702 13.001  0.688
16 O 7.046 -16.654 12.575  -0.527
17 C 4.941 -15.690 13.226  -0.724
18 H 6.557 -13.663 12.523  0.293
19 H 8.158 -14.358 12.848  0.316
20 H 7.054 -14.058 14.197  0.299
21 H 4.442 -16.654 13.291  0.175
22 H 4.515 -15.063 12.439  0.340
23 H 4.694 -15.156 14.147  0.185
24 C 1.289 -17.088 13.986  -1.019
25 C 0.491 -17.484 15.186  0.794
26 O 0.610 -16.842 16.232  -0.114
27 C -0.159 -18.818 15.301  -1.132
28 H 0.710 -16.886 13.084  0.421
29 H 2.122 -17.746 13.736  0.348
30 H 1.765 -16.139 14.242  0.207
31 H -0.745 -18.878 16.215  0.302
32 H 0.640 -19.560 15.349  0.264
33 H -0.761 -18.964 14.403  0.430
34 C 2.858 -10.463 18.372  -1.128
35 C 2.078 -11.472 17.556  0.863
36 O 1.885 -12.614 18.015  -0.671
37 C 1.648 -11.082 16.178  -1.028
38 H 2.203 -9.634 18.652  0.377
39 H 3.665 -10.139 17.717  0.368
40 H 3.099 -10.865 19.355  0.317
41 H 2.363 -10.527 15.572  0.391
42 H 0.840 -10.351 16.286  0.372
43 H 1.242 -11.986 15.726  0.250

Summary:
- multiplicity = 1
- charge = +2
- maximum force (eV/Å) = 12.9
- orbital gap (eV) = 2.73
- energy above the lowest of the compared OMol25 structures with the same formula, charge and spin (kJ/mol) = 0.0

What is the multiplicity in the fourth record?
3